Computed, not measured: a structure of composition C53H124BN8O25Sr at a distorted geometry, with wB97M-V/def2-TZVPD.

Summary:
HOMO level = -9.082 eV
Gap between HOMO and LUMO = 4.44 eV
Molar mass = 1372.04 g/mol
Net charge = +1

```
212
Properties=species:S:1:pos:R:3:forces:R:3
Sr 1.398 0.695 6.329 0.2737 -0.3382 -1.5555
O -3.482 -3.017 0.489 -0.3470 -0.1423 -0.3778
C -2.783 -2.062 0.606 0.2909 -0.3465 0.6070
O -1.472 -2.082 0.799 0.5576 0.4149 0.1552
B -0.986 -0.745 1.245 -2.2442 -1.6611 -1.1695
O -2.182 0.106 1.160 0.7701 0.3754 -0.1989
C -3.237 -0.618 0.774 -0.2951 0.4252 0.0939
O -4.348 -0.207 0.667 -0.1358 0.1331 -0.1079
O 0.198 -0.398 0.469 0.1148 0.2471 0.7808
C 1.188 -0.223 1.329 0.1072 1.2048 -0.9784
O 2.309 0.097 1.060 -0.0271 -0.1745 0.3197
C 0.610 -0.343 2.735 -0.6722 -1.3101 0.1811
O -0.600 -0.836 2.666 1.1464 1.1199 0.2359
O 1.206 -0.127 3.758 0.8833 0.3887 1.3429
C -1.337 -3.698 4.014 -0.8653 -0.6457 0.1128
O -0.324 -4.632 3.759 0.2192 0.3005 -0.3614
C 0.413 -4.409 2.582 0.9392 0.9497 -0.5921
C 1.463 -3.291 2.715 -0.1706 -0.3315 1.9749
N 2.708 -3.715 3.344 0.6462 0.4266 -0.2572
C 3.676 -2.595 3.229 -1.2774 -0.7488 -0.1248
C 5.006 -2.851 3.886 1.1653 0.1573 -0.6535
O 4.969 -3.381 5.194 -0.5764 0.4731 -0.4667
C 6.236 -3.432 5.808 -0.7154 -1.4502 0.9434
H -1.008 -2.680 4.258 0.2142 -0.1888 0.1494
H -1.886 -4.171 4.833 -0.0389 0.5493 0.1676
H -2.050 -3.618 3.182 0.2036 0.0062 -0.1368
H -0.144 -4.017 1.722 -0.8447 -0.7759 0.2448
H 0.878 -5.368 2.360 0.0469 0.0635 -0.2656
H 1.050 -2.611 3.474 -0.1822 0.0121 -0.2789
H 1.575 -2.668 1.814 0.1965 -0.4911 -0.3948
H 3.118 -4.496 2.839 -0.1787 -0.1157 0.0314
H 3.157 -1.691 3.546 0.1134 0.1422 0.5814
H 3.771 -2.438 2.151 0.7669 0.2850 0.0707
H 5.620 -1.940 3.870 -0.2211 0.2558 0.0016
H 5.580 -3.503 3.213 -0.0398 -0.3981 0.1808
H 6.960 -4.052 5.272 0.1840 0.6611 -0.5407
H 6.043 -4.068 6.679 0.1365 0.4099 0.2723
H 6.590 -2.459 6.156 0.2734 0.0740 -0.3721
C -4.273 -3.212 -5.251 1.1840 -0.7994 1.0862
O -3.007 -2.940 -4.631 -0.2838 -0.6902 -0.2205
C -2.678 -3.717 -3.489 0.3590 0.7769 0.2557
C -1.163 -3.611 -3.248 -0.7215 -0.3799 -0.4099
N -0.655 -4.659 -2.406 0.5695 -0.0318 0.7030
C -1.056 -4.732 -1.002 0.6702 -0.2937 -0.8063
C -0.437 -5.985 -0.372 -0.2705 0.0483 -0.9758
O -0.602 -7.122 -1.224 0.3180 -0.0838 0.0604
C -1.850 -7.772 -1.081 0.2038 0.4871 0.2091
H -4.117 -3.928 -6.063 -0.0427 0.5951 -0.5615
H -4.633 -2.218 -5.490 -0.6783 -0.3344 -0.4771
H -4.891 -3.801 -4.566 -0.4213 0.6604 0.1913
H -2.924 -4.780 -3.567 -0.2765 0.0063 -0.2687
H -3.198 -3.257 -2.641 -0.2769 -0.4300 0.2187
H -0.911 -2.607 -2.897 -0.1921 -0.5942 0.5206
H -0.682 -3.629 -4.230 0.0428 -0.4310 0.2033
H -0.563 -5.581 -2.802 -0.2480 0.0756 -0.3217
H -2.134 -4.785 -0.823 -0.0933 0.4516 -0.0618
H -0.586 -3.863 -0.536 -0.5571 0.0434 0.4097
H -0.922 -6.142 0.594 0.2829 -0.1981 0.2120
H 0.641 -5.850 -0.303 0.0638 -0.0637 0.2853
H -1.984 -8.487 -1.890 0.1461 0.0815 -0.0584
H -2.636 -7.011 -1.133 -0.2955 -0.3407 0.1551
H -1.854 -8.313 -0.128 -0.3468 0.0743 0.0108
C 0.458 -0.709 -3.006 0.8295 0.0758 -0.5264
O 0.230 -1.452 -4.184 0.1470 0.6881 0.0066
C -0.882 -0.989 -4.910 -0.8759 0.1983 -0.6616
C -0.903 -1.629 -6.279 -0.1333 -0.3550 -0.5634
N 0.211 -1.252 -7.145 -0.0411 -0.3799 0.5081
C -0.087 -0.187 -8.084 -0.3851 0.3577 1.1900
C 1.217 0.327 -8.666 -0.5186 -0.2299 -0.9263
O 2.210 0.691 -7.726 -0.5607 0.1857 -0.6079
C 1.794 1.671 -6.803 1.0775 0.0863 1.0982
H 1.412 -1.060 -2.608 -0.0107 0.0852 0.0464
H -0.284 -0.830 -2.212 -0.2819 -0.0628 -0.2163
H 0.552 0.344 -3.296 -0.0623 0.1340 0.3867
H -0.894 0.102 -5.046 0.4863 0.1499 0.1594
H -1.858 -1.237 -4.468 0.4459 -0.0004 0.4580
H -1.844 -1.339 -6.759 -0.0176 -0.0736 0.0422
H -0.933 -2.719 -6.187 -0.0348 0.1362 0.1192
H 0.945 -0.992 -6.494 0.3572 0.1397 -0.5257
H -0.696 0.597 -7.594 0.3981 0.3601 0.0637
H -0.802 -0.541 -8.833 0.5320 -0.2426 -0.3961
H 1.016 1.143 -9.369 -0.0124 0.2088 0.1291
H 1.608 -0.492 -9.270 0.3944 0.0243 0.1689
H 2.623 2.367 -6.625 0.1199 -0.1860 -0.1792
H 1.668 1.134 -5.853 -0.5761 0.4456 0.0923
H 0.956 2.329 -7.043 -0.3111 -0.5678 -0.3550
C -7.648 -5.378 1.852 0.4152 -0.5397 -0.8588
O -7.853 -4.163 1.180 -0.2287 0.1344 0.5146
C -7.239 -4.086 -0.079 0.3442 -0.6573 -0.6761
C -6.839 -2.656 -0.345 0.2912 -0.5547 -0.8979
N -7.928 -1.732 -0.706 1.1509 -0.3355 1.1549
C -7.347 -0.383 -0.638 -0.8318 -0.3075 -2.3232
C -8.378 0.661 -0.978 0.0736 1.0287 1.6619
O -9.291 0.663 0.125 -0.1564 0.5428 -0.2066
C -10.376 1.551 -0.070 -0.3527 -0.6372 -0.4108
H -8.177 -5.375 2.801 0.1863 0.1883 0.0794
H -6.567 -5.550 1.934 -0.0407 0.0428 0.5608
H -7.999 -6.241 1.267 -0.2926 0.1270 -0.0228
H -7.854 -4.619 -0.821 -0.3779 0.7158 -0.1703
H -6.305 -4.664 -0.183 0.1097 0.0204 0.8383
H -6.084 -2.673 -1.140 -0.2947 0.0597 -0.3435
H -6.204 -2.386 0.508 -0.4666 0.4300 0.3187
H -8.612 -1.849 0.037 -0.2008 0.3508 -0.0913
H -6.700 -0.298 -1.523 0.5745 -0.3042 0.3630
H -6.768 -0.180 0.261 -0.1821 0.2181 0.1347
H -8.867 0.632 -1.956 -0.2069 -0.9347 0.0662
H -7.861 1.634 -1.025 0.0134 0.1101 0.2800
H -10.950 1.715 0.841 0.4438 -0.0922 0.2797
H -11.079 1.060 -0.754 -0.0308 0.3510 -0.2816
H -10.052 2.514 -0.472 0.0181 0.0486 -0.0247
C -1.885 0.970 5.303 1.0942 -0.1144 0.1800
O -0.568 1.488 4.982 -0.5257 0.3819 1.0444
C -0.486 2.736 4.329 0.8414 0.3005 -2.8645
C 0.997 3.034 4.168 -0.6983 -0.2145 1.7338
N 1.502 3.099 5.563 1.7846 -1.1231 -0.0253
C 2.889 3.571 5.603 1.2864 2.0649 0.8434
C 4.048 2.730 5.047 -3.1815 -0.8363 -0.0193
O 3.756 1.432 5.628 1.0152 -0.1297 -0.1528
C 4.816 0.503 5.340 -0.9096 -1.5490 0.2965
H -2.606 1.783 5.310 -0.2084 -0.2351 -0.0325
H -1.737 0.554 6.307 -0.6304 0.0344 0.0189
H -2.096 0.145 4.625 -0.3480 0.2804 -0.1578
H -1.013 3.609 4.724 -0.1766 -0.4278 0.7717
H -0.820 2.647 3.285 -0.5361 -0.2286 0.1676
H 1.219 3.926 3.590 -0.3024 0.2077 0.1490
H 1.508 2.178 3.727 -0.1057 0.0740 -0.2830
H 1.026 3.653 6.265 -0.6165 0.4935 -0.7911
H 3.126 3.743 6.659 -0.0150 0.0714 0.0122
H 2.901 4.558 5.125 0.3567 -0.0407 -0.0452
H 5.039 3.066 5.335 -0.0767 0.2414 -0.0549
H 3.869 2.630 3.973 0.7585 0.0669 -0.1540
H 4.953 0.307 4.274 0.1237 0.5883 -0.1077
H 4.433 -0.454 5.717 0.3212 -0.0668 0.0909
H 5.746 0.714 5.867 -0.0367 0.3978 -0.1095
C 10.260 1.450 2.251 -0.1002 0.2994 1.4877
O 9.036 1.175 1.622 0.1257 -0.5296 -0.3046
C 7.872 1.476 2.358 0.0866 1.2403 -0.3986
C 6.694 1.155 1.467 0.2100 -1.0327 -0.7497
N 6.395 -0.280 1.527 -0.9296 -1.0889 0.0529
C 5.339 -0.689 0.564 0.0624 0.2353 0.8232
C 5.778 -0.821 -0.865 -1.1860 0.6081 -1.2613
O 6.355 -2.057 -1.188 -0.0256 -0.2263 0.4741
C 6.562 -2.231 -2.586 0.3613 0.4209 0.8128
H 10.223 1.032 3.266 0.2857 -0.1833 -0.0207
H 10.452 2.519 2.408 -0.2726 0.1434 -0.3089
H 11.126 1.046 1.736 -0.3725 -0.2663 -0.3822
H 7.885 2.541 2.630 -0.0467 0.2597 -0.3292
H 7.753 1.008 3.343 0.3975 -0.7620 -0.1696
H 6.910 1.306 0.403 0.4061 1.0825 0.2054
H 5.833 1.775 1.714 -0.1429 -0.3090 0.2590
H 7.183 -0.803 1.151 0.5192 0.3246 0.6146
H 4.495 -0.007 0.659 0.2286 0.3071 -0.2802
H 4.864 -1.635 0.840 0.5309 -0.1252 0.1347
H 6.405 0.009 -1.223 0.2354 0.0033 0.2364
H 4.835 -0.698 -1.425 0.0834 -0.1377 -0.2973
H 7.077 -3.183 -2.667 -0.0958 -0.0463 -0.3194
H 7.211 -1.423 -2.936 0.0572 -0.0696 -0.2691
H 5.627 -2.206 -3.148 -0.0926 -0.1371 0.0221
C 5.784 4.793 2.862 0.1840 0.5526 0.1734
O 4.501 5.340 3.025 -0.2253 -0.7304 0.2061
C 4.241 6.631 2.562 -0.2082 1.0467 -1.0236
C 2.831 6.959 3.089 1.5769 -0.5486 1.0624
N 1.844 5.978 2.705 -1.6661 0.4422 0.7011
C 1.031 6.418 1.565 1.5137 -0.6470 -0.3310
C 0.000 5.397 1.123 -0.0351 -0.1344 0.1663
O 0.633 4.204 0.688 0.2125 0.0876 -0.1276
C -0.226 3.259 0.009 0.7862 1.4646 0.5468
H 5.737 3.763 3.209 0.0513 -0.0367 -0.0762
H 6.484 5.350 3.495 0.2228 -0.0868 -0.0707
H 6.164 4.799 1.837 -0.2408 0.0722 -0.1337
H 4.255 6.762 1.469 -0.0527 -0.8415 -0.1314
H 5.022 7.346 2.854 -0.2079 0.0128 0.6821
H 2.537 7.984 2.872 -0.1441 -0.0918 -0.2544
H 2.988 6.900 4.174 -0.3532 0.2094 0.1092
H 2.239 5.062 2.540 0.5050 0.2955 -0.4942
H 1.808 6.576 0.801 -0.7665 0.0896 -0.8224
H 0.570 7.390 1.737 -0.1595 -0.1376 0.3445
H -0.628 5.854 0.352 0.0433 -0.1886 -0.2283
H -0.659 5.102 1.951 -0.1058 0.3542 0.1723
H 0.450 2.431 -0.193 -0.4871 -0.3303 -0.1088
H -0.556 3.751 -0.906 -0.3566 -0.4778 -0.1024
H -1.055 3.036 0.686 -0.1401 -0.4399 -0.3341
C -5.135 1.370 -6.890 0.7584 -0.6164 0.6898
O -4.921 2.679 -6.416 -0.4957 0.6712 -0.9335
C -5.612 3.055 -5.261 -0.0147 0.3175 1.0512
C -4.795 2.695 -4.028 -0.9692 -0.2425 1.1912
N -5.479 3.203 -2.816 0.4423 0.5084 -0.2844
C -5.095 2.569 -1.573 0.4391 0.2276 0.4922
C -3.660 2.956 -1.168 0.3769 -0.8766 0.4540
O -2.641 2.515 -2.071 0.2147 0.4138 -0.2592
C -2.515 1.110 -2.211 0.0500 0.1148 -0.2438
H -6.176 1.075 -7.025 -0.1627 0.2976 0.0508
H -4.651 0.673 -6.194 -0.2887 -0.2311 0.0981
H -4.591 1.221 -7.821 -0.1443 0.4357 -0.1555
H -6.673 2.775 -5.213 0.1523 -1.0042 -0.1739
H -5.755 4.139 -5.171 0.6573 0.1839 -0.7086
H -3.812 3.149 -4.122 0.0057 0.0386 -0.0374
H -4.651 1.626 -3.829 0.0398 -0.2347 -0.7908
H -6.482 3.226 -2.930 -0.0245 -0.1873 -0.0136
H -5.223 1.479 -1.547 0.0841 -0.0876 -0.2361
H -5.748 2.926 -0.772 0.0093 0.1343 -0.0143
H -3.316 2.542 -0.211 -0.8889 -0.1542 0.3369
H -3.606 4.037 -1.038 0.1949 0.0785 -0.5786
H -2.082 0.929 -3.194 -0.4607 0.0124 -0.2438
H -3.488 0.640 -2.086 0.1074 -0.3348 -0.2377
H -1.792 0.605 -1.559 -0.0805 0.5317 0.6625
C 3.905 2.912 0.219 -1.7897 -1.0315 0.6605
O 3.326 4.141 0.681 1.0254 -0.3200 -0.4627
H 3.106 2.476 -0.388 0.7249 -0.2799 -0.8121
H 4.887 2.896 -0.246 -0.0894 0.7424 -0.2353
H 3.919 2.160 1.016 0.3019 0.3371 0.3868
H 2.465 4.126 0.244 -0.1404 0.6021 0.4496
```
Forces are in eV/Å.